Entry from the OMol25 dataset: a 11-piece molecular cluster, C34H61Cl20F2N2O3P overall (ωB97M-V/def2-TZVPD).

Summary:
Multiplicity: 1
Largest force on an atom: 5.53 eV Å⁻¹
Frontier orbital gap: 9.2259 eV
SMILES: CC(=O)OCC[C@](C#N)(C[C@@H](C)F)[C@@](C#N)([C@@H](C)F)P(C)O.ClCCCl.ClCCCl.ClCCCl.ClCCCl.ClCCCl.ClCCCl.ClCCCl.ClCCCl.ClCCCl.ClCCCl
Total charge: 0
LUMO: 0.057 eV
Energy: -310543.4757 eV

Last column: Löwdin charge in e.
Geometry (Å):
C -1.958290 -3.983230 0.621406  0.013
C -2.393291 -2.503915 0.548555  -0.529
O -3.214745 -2.181186 -0.235357  0.136
O -1.802834 -1.660451 1.464551  -0.041
C -1.160481 -0.548096 0.817744  -0.153
C 0.186656 -0.989054 0.149475  -0.088
C 0.819324 0.109216 -0.728603  -0.341
C 0.775318 1.413679 0.085503  -0.212
N 0.673395 2.365249 0.663286  0.208
C -0.006382 0.441177 -2.048947  -0.092
C -1.032712 -0.630688 -2.491886  -0.352
C -1.808409 -0.035872 -3.731286  -0.020
F -0.471929 -1.833967 -2.930031  -0.075
C 2.341730 -0.126076 -1.082729  -0.403
C 2.923086 1.255379 -1.388418  -0.251
N 3.310467 2.185508 -1.884213  0.219
C 3.211474 -0.713542 0.067229  -0.356
C 4.731994 -0.469021 -0.234694  -0.026
F 2.978516 -0.123929 1.318190  -0.015
P 2.579277 -1.295704 -2.589774  1.010
C 3.581319 -0.420332 -3.898649  -0.235
O 3.516470 -2.611064 -2.159370  -0.335
H -1.145398 -4.232957 -0.081295  0.089
H -1.558204 -4.151164 1.647247  0.091
H -2.822395 -4.669011 0.539050  0.011
H -1.828626 0.002707 0.132000  0.127
H -0.918738 0.155494 1.638857  0.133
H 0.830297 -1.283951 1.003651  0.131
H 0.001535 -1.937979 -0.400163  0.128
H -0.602704 1.355809 -1.848190  0.133
H 0.655344 0.722706 -2.894074  0.121
H -1.808131 -0.867785 -1.747708  0.108
H -2.867549 0.166143 -3.478605  0.084
H -1.696285 -0.661872 -4.630333  0.082
H -1.373958 0.956890 -3.981230  0.074
H 3.053830 -1.800178 0.207018  0.139
H 4.963930 -0.489433 -1.311586  0.066
H 5.309515 -1.228503 0.317920  0.092
H 4.977652 0.534079 0.166650  0.095
H 3.364097 0.657395 -3.977696  0.035
H 4.669595 -0.642806 -3.834362  0.050
H 3.252765 -0.876303 -4.857334  0.043
H 4.438287 -2.487177 -2.452689  -0.022
Cl 6.887515 4.830886 -2.870279  0.536
C 5.934765 4.918537 -1.366981  -0.660
C 5.201338 6.231066 -1.232065  -0.699
Cl 6.313773 7.602821 -0.965705  0.575
H 6.609349 4.749135 -0.529022  0.068
H 5.215405 4.099252 -1.399044  0.040
H 4.534177 6.194276 -0.371151  0.060
H 4.611121 6.446458 -2.110730  -0.018
Cl 2.253369 6.142309 -2.369096  0.603
C 1.304185 6.225651 -0.862376  -0.636
C 0.562573 7.533183 -0.726393  -0.652
Cl 1.666592 8.908679 -0.466583  0.559
H 1.982216 6.061759 -0.026286  0.067
H 0.594170 5.399418 -0.890354  0.068
H -0.100177 7.492234 0.137501  0.075
H -0.037656 7.745810 -1.609094  0.070
Cl 7.068026 -6.839384 -4.416822  0.544
C 6.094727 -6.704883 -2.931666  -0.665
C 5.353202 -5.392495 -2.852587  -0.648
Cl 6.458865 -4.009569 -2.620481  0.571
H 6.758151 -6.841045 -2.079306  0.069
H 5.381025 -7.528254 -2.944257  0.075
H 4.674970 -5.400847 -1.999871  0.074
H 4.768235 -5.208188 -3.751655  0.075
Cl 5.005915 12.313627 -0.937054  0.542
C 5.048966 10.790413 -0.012375  -0.694
C 4.888755 11.019100 1.470528  -0.648
Cl 6.300918 11.845672 2.181496  0.559
H 5.983024 10.283729 -0.239722  0.022
H 4.229763 10.173777 -0.379984  0.020
H 4.792199 10.061980 1.982438  0.074
H 4.004673 11.615137 1.690545  0.071
Cl 0.429622 -4.157023 -6.213510  0.528
C -1.015873 -5.194067 -6.142456  -0.666
C -1.683457 -5.143337 -4.787697  -0.661
Cl -0.692512 -5.910447 -3.519925  0.527
H -0.718826 -6.207792 -6.405096  0.067
H -1.704126 -4.832139 -6.906128  0.072
H -2.628101 -5.685560 -4.821908  0.073
H -1.887048 -4.118567 -4.480821  0.060
Cl -7.436005 -6.527756 0.604697  0.573
C -6.742555 -6.281905 2.229755  -0.668
C -5.418460 -5.561882 2.182839  -0.672
Cl -4.131392 -6.565074 1.451265  0.588
H -6.649931 -7.258217 2.709840  -0.052
H -7.463754 -5.689823 2.794749  0.062
H -5.093253 -5.319991 3.192585  -0.005
H -5.485183 -4.634967 1.615535  0.062
Cl -5.165086 -12.287702 3.292935  0.542
C -4.427357 -10.754801 2.764859  -0.664
C -4.643203 -9.643715 3.763358  -0.637
Cl -6.352393 -9.143698 3.853231  0.615
H -4.838404 -10.499800 1.789566  0.071
H -3.359788 -10.940469 2.648009  0.073
H -4.071978 -8.764409 3.465130  0.042
H -4.325595 -9.935782 4.762663  0.071
Cl -5.042685 -3.108062 4.236481  0.618
C -4.293894 -1.576673 3.707648  -0.646
C -4.511648 -0.462295 4.702128  -0.659
Cl -6.217883 0.044416 4.781168  0.543
H -4.697715 -1.324233 2.728433  0.073
H -3.227480 -1.768131 3.596255  0.061
H -3.934679 0.413112 4.404957  0.074
H -4.200348 -0.754218 5.703498  0.070
Cl 3.773143 13.605551 5.664224  0.532
C 5.434656 13.842920 5.063707  -0.696
C 6.281997 14.638077 6.027671  -0.666
Cl 5.756718 16.337336 6.144281  0.532
H 5.375942 14.325888 4.090340  0.059
H 5.864881 12.852006 4.925716  0.039
H 7.316163 14.649821 5.684385  0.072
H 6.257842 14.209209 7.027881  0.067
Cl -10.600440 -5.903183 2.676911  0.543
C -10.682969 -5.318247 0.995754  -0.690
C -12.105751 -5.109900 0.534098  -0.667
Cl -12.990255 -6.647433 0.365079  0.537
H -10.157653 -6.030861 0.365199  0.023
H -10.142999 -4.371958 0.962841  0.073
H -12.108085 -4.634212 -0.446325  0.071
H -12.661136 -4.476429 1.223517  0.067

Forces on atoms 1 to 3 (eV/Å):
C 0.19 0.33 1.88
C 0.74 -2.53 0.52
O -0.90 1.41 -0.94